No. 1
{"formula": "C6H12NS", "method": "ωB97M-V/def2-TZVPD", "total_energy_ha": -688.302810, "largest_force_ev_per_a": 5.771, "e_homo_ev": [-12.46, -12.46], "e_lumo_ev": [-6.172, -6.171], "gap_ev": [6.291, 6.292], "total_charge": 1, "de_lowest_kcal_mol": 128.69, "elements": ["C", "C", "C", "C", "C", "C", "N", "S", "H", "H", "H", "H", "H", "H", "H", "H", "H", "H", "H", "H"], "xyz": [[2.686, 0.931, 0.164], [3.270, 2.156, -0.349], [-2.627, 0.545, 0.943], [-1.554, -0.599, 0.989], [-1.247, -0.905, -0.501], [-0.556, -1.995, -1.114], [2.402, -0.235, 0.136], [2.054, -1.718, 0.569], [4.210, 2.165, 0.126], [3.198, 2.138, -1.371], [2.537, 2.949, -0.198], [-2.378, 1.035, 1.892], [-3.632, 0.196, 0.828], [-2.355, 1.154, 0.149], [-2.042, -1.574, 1.291], [-0.564, -0.491, 1.420], [-0.630, 0.081, -0.957], [-2.197, -0.952, -1.231], [-0.102, -2.739, -0.625], [-0.474, -2.142, -2.162]], "atomic_forces_ev_per_a": [[-1.33, -4.88, -1.29], [-2.33, -0.14, 1.93], [2.53, -1.34, 2.56], [-1.58, -2.76, -2.69], [-0.07, 1.97, -2.86], [-0.36, 2.53, 0.37], [1.22, 5.57, 0.88], [-0.76, -1.49, -0.33], [1.31, 1.09, 0.12], [0.90, -0.61, -2.81], [0.61, 0.55, 1.08], [-1.14, 0.49, -0.24], [-0.42, -0.24, 0.25], [0.23, 1.55, -1.38], [0.71, 1.13, 0.56], [-0.32, 0.51, 0.76], [-1.60, -2.13, 0.48], [1.33, 0.68, 1.32], [1.15, -3.07, 2.34], [-0.07, 0.60, -1.04]], "mulliken_charge": [0.578, -0.933, -1.094, -0.282, -0.310, -0.606, -0.143, -0.173, 0.311, 0.319, 0.324, 0.331, 0.335, 0.391, 0.271, 0.329, 0.331, 0.331, 0.440, 0.249]}

=====

No. 2
{"formula": "C6H12NS", "method": "ωB97M-V/def2-TZVPD", "total_energy_ha": -688.403104, "largest_force_ev_per_a": 4.399, "e_homo_ev": -13.75, "e_lumo_ev": -4.126, "gap_ev": 9.623, "total_charge": 1, "de_lowest_kcal_mol": 65.75, "elements": ["C", "C", "C", "C", "C", "C", "N", "S", "H", "H", "H", "H", "H", "H", "H", "H", "H", "H", "H", "H"], "xyz": [[2.274, -1.324, -0.601], [-0.535, -0.419, -0.633], [1.221, -0.434, -0.515], [1.556, 1.027, -0.457], [-2.456, 0.347, 0.357], [-0.408, -0.312, 1.860], [-1.162, -0.221, 0.487], [-1.273, 0.110, -2.109], [2.141, -2.376, -0.648], [3.356, -0.948, -0.650], [2.477, 1.106, 0.126], [1.746, 1.602, -1.441], [0.655, 1.568, -0.134], [-2.996, 0.434, 1.387], [-2.407, 1.344, -0.051], [-3.006, -0.175, -0.350], [0.516, -0.817, 1.720], [-0.326, 0.768, 1.999], [-1.030, -0.889, 2.618], [-0.343, -0.391, -2.966]], "atomic_forces_ev_per_a": [[-1.68, 1.93, 0.04], [4.23, -0.01, 0.64], [0.13, -0.85, -1.64], [-0.29, 1.37, -1.41], [-1.50, 1.59, 3.82], [-2.84, 0.36, -0.99], [2.01, -1.51, 0.18], [0.46, -0.69, -0.27], [-0.13, -0.78, -0.11], [-1.92, -0.36, 0.29], [-0.52, 0.60, 0.26], [-0.12, -1.50, 1.01], [0.76, 0.27, 0.83], [0.96, -0.43, -2.00], [0.32, 0.69, 0.06], [-1.40, -1.43, -0.95], [0.71, -0.17, -0.27], [0.40, -0.36, 1.10], [0.56, 1.12, -1.08], [-0.13, 0.15, 0.49]], "mulliken_charge": [-0.817, 0.509, 0.431, -1.160, -1.169, -0.846, 0.052, -0.128, 0.315, 0.252, 0.386, 0.283, 0.334, 0.282, 0.472, 0.488, 0.363, 0.428, 0.297, 0.228]}

=====

No. 3
{"formula": "C6H12NS", "method": "ωB97M-V/def2-TZVPD", "total_energy_ha": -688.328065, "largest_force_ev_per_a": 4.844, "e_homo_ev": -12.80, "e_lumo_ev": -4.393, "gap_ev": 8.406, "total_charge": 1, "de_lowest_kcal_mol": 112.84, "elements": ["C", "C", "C", "C", "C", "C", "N", "S", "H", "H", "H", "H", "H", "H", "H", "H", "H", "H", "H", "H"], "xyz": [[2.153, 0.234, 0.607], [0.738, -1.608, -0.474], [1.133, 1.324, 0.415], [1.340, -1.036, 0.555], [-0.848, 0.287, -0.795], [-3.212, -0.569, 0.082], [0.326, 1.205, -0.872], [-1.840, 0.559, 0.489], [2.929, 0.131, -0.206], [2.660, 0.552, 1.499], [0.962, -1.387, -1.458], [0.169, -2.591, -0.309], [0.297, 1.310, 1.251], [1.560, 2.433, 0.365], [1.171, -1.644, 1.365], [-4.011, 0.036, -0.118], [-3.631, -1.082, 1.046], [-2.835, -1.103, -0.805], [-0.135, 2.037, -1.166], [1.073, 0.911, -1.473]], "atomic_forces_ev_per_a": [[-0.40, -0.65, -2.13], [-0.34, -2.25, 0.81], [-1.47, 4.38, 1.46], [0.55, -0.09, -0.18], [-0.23, -0.81, -0.86], [1.20, -1.38, 1.96], [0.02, -1.57, 2.47], [-0.07, 0.08, 0.22], [-0.69, 0.72, 0.58], [0.25, -0.71, 0.69], [0.06, 0.60, -2.11], [0.83, 1.75, -0.30], [2.15, 0.09, -1.41], [-0.56, -2.38, 0.38], [-0.15, -0.45, 2.76], [-2.01, 1.75, -1.21], [1.59, 0.21, -1.84], [-0.59, -0.35, 0.73], [0.21, 1.44, -0.42], [-0.33, -0.40, -1.61]], "mulliken_charge": [-0.607, -0.971, -0.612, 0.047, -0.482, -0.823, 0.067, 0.159, 0.347, 0.329, 0.405, 0.275, 0.315, 0.371, 0.402, 0.378, 0.323, 0.339, 0.413, 0.326]}

=====

No. 4
{"formula": "C6H12O", "method": "ωB97M-V/def2-TZVPD", "total_energy_ha": -310.929311, "s2": 0.780, "largest_force_ev_per_a": 1.319, "e_homo_ev": [-2.30, -2.27], "multiplicity": 2, "e_lumo_ev": [3.730, 2.989], "gap_ev": [6.031, 5.264], "total_charge": -1, "de_lowest_kcal_mol": 46.58, "elements": ["C", "O", "C", "C", "C", "C", "C", "H", "H", "H", "H", "H", "H", "H", "H", "H", "H", "H", "H"], "xyz": [[-2.419, 0.158, -0.131], [-3.638, -0.065, -0.608], [-1.650, -1.143, 0.225], [-0.295, -0.956, 0.918], [0.729, -0.391, -0.002], [1.526, -1.240, -0.766], [2.392, -0.933, -1.773], [-1.720, 0.773, -0.785], [-2.375, 0.765, 0.834], [2.353, 5.950, 2.250], [-2.343, -1.704, 0.875], [-1.563, -1.754, -0.691], [-0.430, -0.301, 1.792], [0.045, -1.951, 1.235], [0.532, 0.608, -0.378], [1.544, -2.287, -0.408], [2.448, 0.086, -2.166], [1.786, 6.053, 1.751], [3.078, -1.669, -2.170]], "atomic_forces_ev_per_a": [[0.40, 0.23, 0.32], [-0.01, 0.08, -0.12], [-0.77, -0.11, -0.27], [0.22, -0.14, 0.16], [-0.81, -0.22, -0.97], [0.47, -0.74, 0.99], [0.10, 0.65, -0.29], [-0.19, -0.19, -0.17], [-0.13, -0.09, -0.01], [-0.54, 0.10, -0.47], [0.26, 0.06, 0.03], [0.19, 0.21, 0.19], [-0.01, -0.22, -0.09], [0.08, 0.20, 0.29], [0.34, 0.19, 0.21], [-0.06, 0.41, -0.25], [0.03, -0.31, 0.08], [0.54, -0.10, 0.47], [-0.11, -0.01, -0.11]], "mulliken_charge": [-0.306, -0.860, -0.452, -0.437, -0.410, 0.079, -0.924, 0.049, 0.122, -0.005, 0.279, 0.220, 0.328, 0.272, 0.325, 0.163, 0.278, 0.005, 0.275]}

=====

No. 5
{"formula": "C6H12O", "method": "ωB97M-V/def2-TZVPD", "total_energy_ha": -310.933977, "s2": 0.751, "largest_force_ev_per_a": 2.604, "e_homo_ev": [1.09, -5.21], "multiplicity": 2, "e_lumo_ev": [4.022, 3.773], "gap_ev": [2.931, 8.985], "total_charge": -1, "de_lowest_kcal_mol": 43.65, "elements": ["C", "C", "C", "C", "C", "C", "H", "H", "H", "H", "H", "H", "H", "H", "H", "H", "H", "H", "O"], "xyz": [[-0.717, 0.828, 1.904], [-0.227, -0.094, 0.801], [-0.480, -0.031, -0.509], [-1.295, 1.035, -1.148], [1.781, -1.605, 0.860], [0.569, -1.224, 1.328], [-1.205, 1.769, 1.611], [0.105, 1.055, 2.554], [-1.578, 0.472, 2.520], [-0.158, -0.850, -1.144], [-0.739, 1.567, -1.932], [-1.505, 1.847, -0.413], [-2.325, 0.855, -1.390], [2.370, -1.148, 0.058], [2.125, -2.580, 1.220], [0.005, -2.010, 1.777], [1.061, -0.765, -2.848], [1.274, 0.694, -2.253], [0.937, 0.185, -2.996]], "atomic_forces_ev_per_a": [[-1.49, 0.55, -0.24], [0.03, -0.16, 0.75], [-1.03, -0.12, 0.26], [0.21, 2.26, 1.28], [-0.47, -0.70, 0.12], [0.81, 0.07, -1.86], [0.68, 0.03, -0.57], [0.34, 0.15, 0.52], [0.78, -0.78, -0.19], [0.19, 0.12, 0.20], [-0.43, -0.46, -0.34], [0.54, -0.34, -0.08], [-0.27, -0.94, -0.90], [-0.18, 0.36, 0.57], [0.17, 0.21, -0.24], [-0.29, -0.19, 1.15], [0.31, 0.03, 0.42], [0.25, -0.48, 0.25], [-0.13, 0.41, -1.10]], "mulliken_charge": [-1.737, 1.771, -1.386, -1.031, -1.415, -1.519, 0.303, 0.403, 0.384, 0.482, 0.349, 0.244, 0.324, 0.763, 0.524, 0.463, 0.327, 0.361, -0.608]}

=====

No. 6
{"formula": "C6H12O", "method": "ωB97M-V/def2-TZVPD", "total_energy_ha": -310.718339, "largest_force_ev_per_a": 3.050, "e_homo_ev": -7.39, "e_lumo_ev": -2.081, "gap_ev": 5.313, "de_lowest_kcal_mol": 213.94, "elements": ["C", "C", "C", "C", "C", "C", "H", "H", "H", "H", "H", "H", "H", "H", "H", "H", "H", "H", "O"], "xyz": [[0.576, 1.486, 0.055], [-0.660, 0.664, -0.263], [-0.885, 0.350, -1.645], [-1.039, -0.198, 0.793], [-0.083, -0.564, 1.770], [-0.333, -1.189, 2.936], [0.978, 2.070, -0.765], [0.649, 1.995, 1.010], [0.973, 0.472, -0.237], [-0.511, 0.983, -2.440], [-1.726, -0.326, -1.846], [0.401, -1.372, -1.551], [-2.059, -0.538, 0.804], [0.979, -0.470, 1.529], [-1.359, -1.302, 3.282], [0.408, -1.715, 3.505], [0.215, -0.582, -1.965], [2.286, -0.839, -2.246], [1.593, -0.276, -2.616]], "atomic_forces_ev_per_a": [[-0.46, -1.64, -2.22], [-0.21, 0.33, 1.70], [-1.54, -1.41, 1.06], [-0.42, 2.27, -2.00], [0.57, -0.74, 1.59], [-0.99, -0.11, -0.56], [-0.39, 0.32, -0.11], [0.16, -0.76, 0.12], [2.45, 1.05, 1.40], [0.02, -0.09, 0.02], [0.10, 0.55, -0.13], [-0.36, 1.68, -1.29], [-0.10, -0.80, -0.04], [-0.29, 0.16, -0.22], [0.12, 0.02, -0.01], [0.44, 0.20, 0.20], [0.58, -0.37, 0.16], [0.36, 0.30, -0.20], [-0.06, -0.97, 0.51]], "mulliken_charge": [-0.866, 0.562, -1.061, -0.165, -0.049, -0.868, 0.299, 0.319, 0.199, 0.394, 0.317, 0.435, 0.380, 0.239, 0.264, 0.283, -0.083, 0.267, -0.866]}

=====

Repeat the fourth record exactly.
{"formula": "C6H12O", "method": "ωB97M-V/def2-TZVPD", "total_energy_ha": -310.929311, "s2": 0.780, "largest_force_ev_per_a": 1.319, "e_homo_ev": [-2.30, -2.27], "multiplicity": 2, "e_lumo_ev": [3.730, 2.989], "gap_ev": [6.031, 5.264], "total_charge": -1, "de_lowest_kcal_mol": 46.58, "elements": ["C", "O", "C", "C", "C", "C", "C", "H", "H", "H", "H", "H", "H", "H", "H", "H", "H", "H", "H"], "xyz": [[-2.419, 0.158, -0.131], [-3.638, -0.065, -0.608], [-1.650, -1.143, 0.225], [-0.295, -0.956, 0.918], [0.729, -0.391, -0.002], [1.526, -1.240, -0.766], [2.392, -0.933, -1.773], [-1.720, 0.773, -0.785], [-2.375, 0.765, 0.834], [2.353, 5.950, 2.250], [-2.343, -1.704, 0.875], [-1.563, -1.754, -0.691], [-0.430, -0.301, 1.792], [0.045, -1.951, 1.235], [0.532, 0.608, -0.378], [1.544, -2.287, -0.408], [2.448, 0.086, -2.166], [1.786, 6.053, 1.751], [3.078, -1.669, -2.170]], "atomic_forces_ev_per_a": [[0.40, 0.23, 0.32], [-0.01, 0.08, -0.12], [-0.77, -0.11, -0.27], [0.22, -0.14, 0.16], [-0.81, -0.22, -0.97], [0.47, -0.74, 0.99], [0.10, 0.65, -0.29], [-0.19, -0.19, -0.17], [-0.13, -0.09, -0.01], [-0.54, 0.10, -0.47], [0.26, 0.06, 0.03], [0.19, 0.21, 0.19], [-0.01, -0.22, -0.09], [0.08, 0.20, 0.29], [0.34, 0.19, 0.21], [-0.06, 0.41, -0.25], [0.03, -0.31, 0.08], [0.54, -0.10, 0.47], [-0.11, -0.01, -0.11]], "mulliken_charge": [-0.306, -0.860, -0.452, -0.437, -0.410, 0.079, -0.924, 0.049, 0.122, -0.005, 0.279, 0.220, 0.328, 0.272, 0.325, 0.163, 0.278, 0.005, 0.275]}

=====

- What is the formula in the fifth record?
  C6H12O

=====

Copy entry 2 word for word.
{"formula": "C6H12NS", "method": "ωB97M-V/def2-TZVPD", "total_energy_ha": -688.403104, "largest_force_ev_per_a": 4.399, "e_homo_ev": -13.75, "e_lumo_ev": -4.126, "gap_ev": 9.623, "total_charge": 1, "de_lowest_kcal_mol": 65.75, "elements": ["C", "C", "C", "C", "C", "C", "N", "S", "H", "H", "H", "H", "H", "H", "H", "H", "H", "H", "H", "H"], "xyz": [[2.274, -1.324, -0.601], [-0.535, -0.419, -0.633], [1.221, -0.434, -0.515], [1.556, 1.027, -0.457], [-2.456, 0.347, 0.357], [-0.408, -0.312, 1.860], [-1.162, -0.221, 0.487], [-1.273, 0.110, -2.109], [2.141, -2.376, -0.648], [3.356, -0.948, -0.650], [2.477, 1.106, 0.126], [1.746, 1.602, -1.441], [0.655, 1.568, -0.134], [-2.996, 0.434, 1.387], [-2.407, 1.344, -0.051], [-3.006, -0.175, -0.350], [0.516, -0.817, 1.720], [-0.326, 0.768, 1.999], [-1.030, -0.889, 2.618], [-0.343, -0.391, -2.966]], "atomic_forces_ev_per_a": [[-1.68, 1.93, 0.04], [4.23, -0.01, 0.64], [0.13, -0.85, -1.64], [-0.29, 1.37, -1.41], [-1.50, 1.59, 3.82], [-2.84, 0.36, -0.99], [2.01, -1.51, 0.18], [0.46, -0.69, -0.27], [-0.13, -0.78, -0.11], [-1.92, -0.36, 0.29], [-0.52, 0.60, 0.26], [-0.12, -1.50, 1.01], [0.76, 0.27, 0.83], [0.96, -0.43, -2.00], [0.32, 0.69, 0.06], [-1.40, -1.43, -0.95], [0.71, -0.17, -0.27], [0.40, -0.36, 1.10], [0.56, 1.12, -1.08], [-0.13, 0.15, 0.49]], "mulliken_charge": [-0.817, 0.509, 0.431, -1.160, -1.169, -0.846, 0.052, -0.128, 0.315, 0.252, 0.386, 0.283, 0.334, 0.282, 0.472, 0.488, 0.363, 0.428, 0.297, 0.228]}